C19H28N2O5S | ωB97M-V with the def2-TZVPD basis set

Geometry as XYZ:
```
55
C19H28N2O5S, DFT ωB97M-V with the def2-TZVPD basis set
C -5.24846 -1.55831 -1.49079
H -5.72383 -2.42435 -1.94282
H -5.08489 -0.80286 -2.25578
H -4.28388 -1.85350 -1.08873
C -6.12560 -0.99739 -0.36958
N -5.48904 0.20138 0.18934
C -4.27056 0.23090 0.75119
O -3.56005 -0.72772 0.95361
C -3.82645 1.64460 1.18724
H -4.08773 1.81109 2.23397
H -4.27862 2.41308 0.55136
O -2.41473 1.73090 1.12312
C -1.90222 1.51308 -0.09610
O -2.58686 1.38298 -1.08212
C -0.41910 1.46988 -0.09419
C 0.31172 1.58693 1.08592
C 1.69310 1.51470 1.04454
C 2.32973 1.32444 -0.16855
C 1.61614 1.21655 -1.34837
C 0.23644 1.29390 -1.31234
H -0.35488 1.21458 -2.21184
H 2.15299 1.08838 -2.27472
S 4.11325 1.09526 -0.19064
O 4.66156 1.72196 0.97475
O 4.60691 1.47446 -1.48118
N 4.32164 -0.54180 -0.02188
C 4.10936 -1.34705 -1.20182
H 4.95460 -2.03682 -1.31088
C 2.80275 -2.14516 -1.23260
H 2.54003 -2.32206 -2.27750
C 2.92927 -3.49820 -0.53370
C 3.04664 -3.40386 0.98521
C 4.20584 -2.53587 1.47517
H 5.13348 -2.81883 0.97857
C 3.95244 -1.04200 1.28588
H 2.89115 -0.83634 1.49704
H 4.55085 -0.46180 1.99206
H 4.33523 -2.71292 2.54478
H 3.17400 -4.41433 1.38087
H 2.11376 -3.00799 1.39435
H 3.80413 -4.01781 -0.93214
H 2.05135 -4.10293 -0.77249
H 1.99595 -1.56210 -0.78425
H 4.15592 -0.64345 -2.03401
H 2.29391 1.62280 1.93396
H -0.20595 1.72684 2.02130
H -5.94769 1.07580 -0.00885
C -7.48464 -0.56781 -0.91923
H -7.36310 0.16816 -1.71156
H -8.00593 -1.42760 -1.33050
H -8.10009 -0.13995 -0.13020
C -6.30590 -2.03352 0.74139
H -6.78043 -2.92635 0.34422
H -6.92647 -1.63084 1.53895
H -5.33811 -2.30293 1.15319
```

Calculated values
SMILES: CC(C)(C)NC(=O)COC(=O)c1ccc(S(=O)(=O)N2CCCCCC2)cc1
Charge: 0
E_HOMO (eV): -9.37
Relative energy (zero: lowest compared OMol25 entry of this formula, charge and spin) (kcal per mole): 11.7
LUMO energy (eV): -0.03
Orbital gap (eV): 9.34

Charges obtained by Mulliken population analysis, quoted in units of e:
1 C -1.68
2 H 0.44
3 H 0.37
4 H 0.39
5 C 1.51
6 N -0.18
7 C 0.52
8 O -0.68
9 C -0.51
10 H 0.29
11 H 0.32
12 O -0.26
13 C 0.56
14 O -0.65
15 C 0.21
16 C -0.48
17 C -0.64
18 C 0.18
19 C -0.52
20 C -0.65
21 H 0.49
22 H 0.52
23 S 1.24
24 O -0.73
25 O -0.72
26 N 0.04
27 C -0.97
28 H 0.41
29 C -0.18
30 H 0.37
31 C -0.91
32 C -0.58
33 C -0.97
34 H 0.35
35 C -0.34
36 H 0.28
37 H 0.44
38 H 0.38
39 H 0.35
40 H 0.29
41 H 0.35
42 H 0.34
43 H 0.19
44 H 0.41
45 H 0.56
46 H 0.49
47 H 0.32
48 C -1.82
49 H 0.45
50 H 0.43
51 H 0.43
52 C -1.65
53 H 0.44
54 H 0.38
55 H 0.37

=====

C19H28N8O2 | ωB97M-V with the def2-TZVPD basis set

Geometry as XYZ:
```
57
C19H28N8O2, DFT ωB97M-V with the def2-TZVPD basis set
C -1.07060 4.55126 -0.98642
C -1.86746 3.28138 -0.88101
C -3.20451 3.28952 -0.49889
N -3.96464 2.20204 -0.39936
C -3.39865 1.03234 -0.67161
C -2.06826 0.89655 -1.05644
C -1.55116 -0.49126 -1.28747
O -2.21495 -1.46697 -0.96240
N -0.31591 -0.62349 -1.83458
C 0.20435 -1.95314 -2.15470
C -0.41657 -2.47946 -3.44428
C 1.72719 -1.95329 -2.23353
C 2.47542 -1.60003 -0.94257
N 2.84808 -0.18569 -0.84739
C 2.02282 0.80996 -0.40626
O 1.88049 1.83631 -1.05809
C 1.25666 0.59866 0.90209
C 1.04601 1.93657 1.64509
C 2.18449 1.96584 2.68710
C 2.94104 0.64137 2.44951
N 1.98175 -0.27540 1.82380
C 1.09067 -0.85910 2.82688
C 0.10970 -1.81024 2.22865
N 0.43750 -2.93511 1.56176
N -0.69112 -3.50413 1.23402
N -1.64306 -2.73670 1.69890
C -3.05003 -3.02749 1.50939
N -1.20340 -1.66245 2.32264
C -1.29970 2.04767 -1.16507
H -1.22027 5.02522 -1.95861
H -1.36770 5.26857 -0.22127
H -0.00517 4.34823 -0.87833
H -3.68851 4.23121 -0.25564
H -4.01804 0.14881 -0.58367
H 0.13109 0.18374 -2.24108
H -0.10008 -2.59960 -1.32975
H -0.09080 -3.50275 -3.63617
H -1.50290 -2.47450 -3.36870
H -0.11960 -1.86018 -4.29435
H 2.01866 -2.96298 -2.53111
H 2.05689 -1.29623 -3.04873
H 1.89894 -1.87572 -0.06351
H 3.39962 -2.17704 -0.89286
H 3.31305 0.13789 -1.68831
H 0.30667 0.13862 0.61984
H 1.08334 2.77143 0.94992
H 0.06665 1.94567 2.12319
H 2.83986 2.82612 2.55757
H 1.78617 2.01354 3.70083
H 3.76407 0.79377 1.74791
H 3.35338 0.20024 3.35630
H 1.71433 -1.40329 3.53798
H 0.51778 -0.11033 3.39071
H -3.47308 -2.28483 0.83966
H -3.11463 -4.01317 1.06014
H -3.54653 -3.01259 2.47609
H -0.24932 2.01458 -1.42779
```

Calculated values
SMILES: Cc1cncc(C(=O)N[C@@H](C)CCNC(=O)[C@@H]2CCCN2Cc2nnn(C)n2)c1
Charge: 0
E_HOMO (eV): -9.06
Relative energy (zero: lowest compared OMol25 entry of this formula, charge and spin) (kcal per mole): 11.3
LUMO energy (eV): 0.52
Orbital gap (eV): 9.58

Charges obtained by Mulliken population analysis, quoted in units of e:
1 C -1.52
2 C 0.37
3 C -0.61
4 N -0.68
5 C -0.79
6 C 0.84
7 C 0.23
8 O -0.70
9 N 0.11
10 C 0.79
11 C -1.71
12 C -1.13
13 C -0.22
14 N 0.02
15 C -0.83
16 O -0.72
17 C 1.48
18 C -0.67
19 C -0.75
20 C -0.94
21 N 0.09
22 C -0.59
23 C 0.47
24 N -0.24
25 N -0.81
26 N 1.10
27 C -0.64
28 N -0.87
29 C -0.03
30 H 0.36
31 H 0.37
32 H 0.29
33 H 0.39
34 H 0.48
35 H 0.47
36 H 0.01
37 H 0.42
38 H 0.40
39 H 0.35
40 H 0.41
41 H 0.34
42 H -0.04
43 H 0.39
44 H 0.44
45 H -0.52
46 H 0.21
47 H 0.40
48 H 0.41
49 H 0.30
50 H 0.39
51 H 0.50
52 H 0.57
53 H 0.36
54 H 0.20
55 H 0.32
56 H 0.30
57 H 0.46

=====

C19H28NO4Sn | ωB97M-V with the def2-TZVPD basis set

Geometry as XYZ:
```
53
C19H28NO4Sn, DFT ωB97M-V with the def2-TZVPD basis set
O 0.73505 0.30774 -6.54990
C 0.62395 1.52720 -7.35782
C 0.47167 0.80813 -8.68160
H 1.50224 2.18381 -7.33115
H -0.26941 2.09825 -7.08837
C 0.56348 -0.45467 -7.78530
H 1.30500 0.92313 -9.38186
H -0.49098 0.98195 -9.17118
C 1.81107 -1.26765 -8.03173
H 2.69818 -0.65935 -7.82546
H 1.84269 -1.62833 -9.06350
H 1.76212 -2.12615 -7.35760
C -0.69882 -1.28351 -7.87672
H -1.61227 -0.72556 -7.62962
H -0.58974 -2.17817 -7.25830
H -0.79428 -1.62244 -8.91669
Sn 0.14122 -0.16985 -0.79632
C -2.27596 -0.25155 0.80921
C -1.47032 0.91243 0.56145
C -1.67384 1.29272 -0.83656
H -0.94654 1.52269 1.29996
C -2.59406 0.33081 -1.39061
C -2.93707 -0.59944 -0.38486
H -3.65449 -1.40834 -0.51629
H -2.41589 -0.70656 1.78962
H -1.41519 2.25858 -1.27768
H -3.04420 0.40342 -2.37609
C 1.55792 -1.93943 1.02432
C 1.09503 -3.01118 0.23384
C 1.35515 -2.74258 -1.13277
H 0.67797 -3.93937 0.61540
C 2.00095 -1.46096 -1.22493
C 2.13207 -0.96437 0.14892
H 2.76254 -0.13444 0.43603
H 1.59082 -1.88327 2.11093
H 1.20659 -3.42020 -1.96867
H 2.49260 -1.02454 -2.09091
O 0.57872 0.74249 -3.28335
C -0.53553 0.22608 -4.08642
C -1.29259 1.45060 -4.56111
H -1.15980 -0.44867 -3.47731
H -0.11265 -0.34467 -4.92279
C -0.21266 2.54727 -4.57227
H -2.05245 1.71002 -3.80213
H -1.79514 1.34345 -5.52704
C 0.63970 2.18223 -3.36785
H -0.61411 3.56481 -4.62882
H 0.43808 2.38876 -5.44384
H 0.26538 2.67136 -2.45079
H 1.69740 2.43231 -3.50006
O 1.73363 2.95438 1.10908
N 1.19519 1.95724 0.68533
O 1.42049 1.68050 -0.60830
```

Calculated values
Charge: -1
E_HOMO (eV): -2.57
Relative energy (zero: lowest compared OMol25 entry of this formula, charge and spin) (kcal per mole): 0.2
LUMO energy (eV): 2.25
Orbital gap (eV): 4.82

Charges obtained by Mulliken population analysis, quoted in units of e:
1 O -0.31
2 C -0.63
3 C -0.87
4 H 0.23
5 H 0.42
6 C 1.74
7 H 0.32
8 H 0.30
9 C -1.73
10 H 0.39
11 H 0.38
12 H 0.39
13 C -1.86
14 H 0.33
15 H 0.41
16 H 0.46
17 Sn 1.03
18 C -0.70
19 C -0.90
20 C -0.33
21 H 0.61
22 C -0.78
23 C -0.69
24 H 0.40
25 H 0.40
26 H 0.90
27 H 0.47
28 C -0.95
29 C -0.33
30 C -0.85
31 H 0.41
32 C -0.63
33 C -0.59
34 H 0.77
35 H 0.41
36 H 0.42
37 H 0.72
38 O -0.53
39 C 0.19
40 C -0.69
41 H 0.39
42 H -0.07
43 C -0.16
44 H 0.35
45 H 0.32
46 C -0.70
47 H 0.36
48 H -0.05
49 H 0.14
50 H 0.40
51 O -0.62
52 N 0.35
53 O -0.44

=====

C19H28NO5Pb | ωB97M-V with the def2-TZVPD basis set

Geometry as XYZ:
```
54
C19H28NO5Pb, DFT ωB97M-V with the def2-TZVPD basis set
O -0.40510 0.38572 0.03123
C 0.57684 -0.05522 -0.95466
C 0.08019 0.91957 -1.98974
H 0.42863 -1.10986 -1.19788
H 1.62301 0.11732 -0.67674
C -1.04045 1.23614 -0.98867
H -0.31979 0.41994 -2.86225
H 0.77414 1.72625 -2.25438
C -2.37407 0.63066 -1.42464
H -2.21573 -0.41011 -1.75020
H -2.82826 1.19791 -2.25925
H -3.08876 0.62180 -0.58937
C -1.10373 2.66002 -0.49648
H -0.09039 2.99574 -0.23044
H -1.72226 2.69557 0.41496
H -1.53711 3.33564 -1.25515
Pb 1.16011 -1.17733 1.84879
C 1.13976 1.54387 3.80679
C 2.34992 0.82476 3.78507
C 2.84235 0.82432 2.43737
H 2.88227 0.43141 4.65174
C 1.88573 1.53456 1.63821
C 0.84620 1.96004 2.48020
H 0.00662 2.58825 2.19431
H 0.58759 1.83502 4.69014
H 3.83633 0.52750 2.10711
H 2.01694 1.82715 0.60358
C -1.70903 -1.08294 4.37390
C -1.69699 0.32842 3.92647
C -1.91757 0.40781 2.57564
H -1.56101 1.16299 4.58794
C -2.16801 -0.92024 2.05901
C -2.12779 -1.84439 3.08162
H -2.07246 -2.93635 2.97592
H -2.28786 -1.21196 5.30561
H -1.88464 1.32840 2.00735
H -2.38701 -1.10107 0.99964
O 0.66767 -1.31205 -3.55076
C 0.19726 -0.53974 -4.70008
C 0.62863 -1.20846 -6.01836
H 0.61222 0.49183 -4.66870
H -0.90540 -0.44762 -4.64975
C 1.58789 -2.34366 -5.56166
H 1.11991 -0.46228 -6.65539
H -0.26172 -1.58207 -6.54401
C 1.49058 -2.38900 -4.01897
H 2.60557 -2.11695 -5.89145
H 1.27920 -3.29388 -6.00147
H 2.48858 -2.27948 -3.56113
H 1.05243 -3.34950 -3.69345
O -0.40223 0.07823 6.06244
N 0.28175 -0.76754 5.52130
O 1.46823 -1.03583 5.65081
O -0.40919 -1.65932 4.62785
```

Calculated values
Charge: -1
E_HOMO (spin up / spin down) (eV): -0.74 / -1.82
Relative energy (zero: lowest compared OMol25 entry of this formula, charge and spin) (kcal per mole): 27.7
LUMO energy (spin up / spin down) (eV): 2.29 / 2.31
Orbital gap (spin up / spin down) (eV): 3.04 / 4.12

Charges obtained by Mulliken population analysis, quoted in units of e:
1 O -0.30
2 C -0.68
3 C -0.22
4 H 0.21
5 H 0.38
6 C 1.49
7 H -0.26
8 H 0.34
9 C -1.82
10 H 0.42
11 H 0.37
12 H 0.36
13 C -1.61
14 H 0.30
15 H 0.27
16 H 0.44
17 Pb 0.60
18 C -0.87
19 C -0.73
20 C -1.22
21 H 0.47
22 C -0.57
23 C 0.04
24 H 0.48
25 H 0.76
26 H 0.51
27 H 0.64
28 C 0.51
29 C -1.48
30 C 0.10
31 H 0.75
32 C -0.28
33 C -1.34
34 H 0.30
35 H 0.33
36 H 0.57
37 H 0.22
38 O -0.15
39 C -0.50
40 C -0.50
41 H 0.30
42 H 0.28
43 C -0.52
44 H 0.26
45 H 0.24
46 C -0.60
47 H 0.26
48 H 0.26
49 H 0.27
50 H 0.32
51 O -0.54
52 N 0.99
53 O -0.63
54 O -0.21

=====

| no. | energy (Ha) |
| --- | --- |
| 1 | -1624.73424 |
| 2 | -1329.36445 |
| 3 | -1310.59813 |
| 4 | -1364.23189 |